Entry a
The following is a quantum chemistry calculation of the molecule C5H4N2S, from the OMol25 dataset.

Structure (SMILES)   C#C[C@@H](C#N)SN=C
Kohn-Sham gap   10.009 eV
HOMO energy   -9.44 eV
LUMO level   0.568 eV

```
! RIJCOSX wB97M-V def2-TZVPD def2/J DEFGRID3
* xyz 0 1
S -1.15 -0.59 0.58
N -0.14 2.77 1.26
N -1.04 0.09 -1.03
C 1.57 -0.23 0.68
C 2.61 -0.62 0.23
C 0.08 1.63 1.29
C 0.29 0.20 1.31
C -1.77 -0.55 -1.88
H 3.58 -0.92 -0.18
H -2.46 -1.40 -1.63
H -1.86 -0.24 -2.97
H 0.29 -0.14 2.34
*
```



Entry b
The following is a quantum chemistry calculation of the molecule C5H4N2S, from the OMol25 dataset.

Structure (SMILES)   S=Cc1cncnc1
Kohn-Sham gap   7.838 eV
HOMO energy   -9.25 eV
LUMO level   -1.412 eV

```
! RIJCOSX wB97M-V def2-TZVPD def2/J DEFGRID3
* xyz 0 1
S 3.23 -0.45 -0.03
N -1.00 -1.62 -0.14
N -1.84 0.68 -0.04
C 0.58 0.24 -0.05
C -0.55 1.03 -0.16
C 2.05 0.69 -0.04
C 0.17 -1.17 -0.07
C -2.01 -0.64 0.08
H -0.64 2.16 -0.12
H -3.02 -0.77 0.28
H 1.01 -1.87 0.01
H 2.02 1.72 0.28
*
```



The winner here is entry b, beating the second structure by 36.7 kcal/mol.



Entry a
The following is a quantum chemistry calculation of the molecule C5H14N2, from the OMol25 dataset.

Structure (SMILES)   CC[C@@H](C)NCN
Kohn-Sham gap   9.671 eV
HOMO energy   -8.62 eV
LUMO level   1.046 eV

```
! RIJCOSX wB97M-V def2-TZVPD def2/J DEFGRID3
* xyz 0 1
N 2.28 -1.28 -0.61
N 0.19 0.13 -1.26
C -0.37 -0.90 0.91
C -1.28 1.44 0.33
C -1.90 1.45 1.71
C 1.10 -1.02 -1.57
C -0.08 0.40 0.14
H 2.46 -2.28 -0.38
H -2.11 1.17 -0.30
H 2.29 -0.66 0.16
H 1.56 -1.01 -2.57
H -1.19 -1.38 0.50
H -0.91 2.41 0.05
H 0.80 0.83 0.66
H -1.07 1.89 2.23
H 0.61 1.00 -1.59
H -2.01 0.42 2.20
H -2.73 2.05 1.81
H 0.42 -2.02 -1.68
H 0.45 -1.70 0.95
H -0.65 -0.80 2.02
*
```



Entry b
The following is a quantum chemistry calculation of a structure of composition C5H14N2, from the OMol25 dataset.

Kohn-Sham gap   8.624 eV
HOMO energy   -8.16 eV
LUMO level   0.464 eV

```
! RIJCOSX wB97M-V def2-TZVPD def2/J DEFGRID3
* xyz 0 1
N 0.16 -2.27 0.71
N -0.12 0.52 0.52
C 0.82 0.41 -0.48
C 1.54 -1.73 0.57
C 1.71 -0.75 -0.63
C 1.03 1.64 -1.39
C -3.36 1.05 0.93
H 2.17 1.80 -1.67
H 0.94 0.96 0.75
H -0.30 -1.37 1.02
H -2.40 1.14 0.25
H 2.28 -2.52 0.37
H 0.72 1.51 -2.43
H -4.14 0.42 0.32
H 1.30 -1.30 -1.54
H -0.20 -2.47 -0.21
H -3.18 0.61 2.01
H 0.39 2.41 -0.97
H -3.95 1.90 1.15
H 1.81 -1.42 1.60
H 2.77 -0.53 -0.86
*
```



Entry c
The following is a quantum chemistry calculation of the molecule C5H14N2, from the OMol25 dataset.

Structure (SMILES)   CC[C@@H](C)NCN
Kohn-Sham gap   9.953 eV
HOMO energy   -8.82 eV
LUMO level   1.134 eV

```
! RIJCOSX wB97M-V def2-TZVPD def2/J DEFGRID3
* xyz 0 1
N -0.09 0.20 -0.78
N -0.69 1.83 -2.42
C 0.31 -0.04 0.59
C -1.54 -1.79 0.88
C 0.18 1.56 -1.33
C -0.04 -1.49 0.97
C 1.70 0.34 1.15
H 0.52 -2.13 0.28
H 0.40 -0.44 -1.41
H -2.11 -1.50 1.77
H 2.53 -0.35 0.96
H -1.40 2.52 -2.26
H -2.14 -1.37 0.05
H -0.92 1.04 -3.00
H 1.74 0.82 2.14
H -0.32 0.52 1.29
H 0.00 2.25 -0.50
H 2.11 1.14 0.50
H -1.72 -2.86 0.75
H 0.22 -1.74 1.99
H 1.25 1.50 -1.60
*
```



Entry d
The following is a quantum chemistry calculation of the molecule C5H14N2, from the OMol25 dataset.

Structure (SMILES)   CC(C)N[C@@H](C)N
Kohn-Sham gap   9.501 eV
HOMO energy   -8.40 eV
LUMO level   1.099 eV

```
! RIJCOSX wB97M-V def2-TZVPD def2/J DEFGRID3
* xyz 0 1
N -0.45 -0.26 0.78
N -0.99 1.81 -0.01
C -1.00 0.42 -0.32
C 1.12 -0.57 0.67
C -2.59 -0.13 -0.40
C 1.37 -1.79 -0.20
C 2.00 0.61 0.26
H 1.84 0.90 -0.79
H -2.98 -0.49 0.56
H -0.15 2.25 -0.35
H 1.37 -0.83 1.70
H -1.76 2.35 -0.37
H 1.15 -1.60 -1.25
H -3.25 0.67 -0.73
H -0.62 0.32 1.59
H 0.77 -2.64 0.14
H 2.42 -2.10 -0.12
H 1.84 1.47 0.91
H -0.54 0.22 -1.29
H 3.06 0.34 0.35
H -2.61 -0.95 -1.13
*
```



The winner here is entry d, beating the second structure by 6.2 kcal/mol.



Entry a
The following is a quantum chemistry calculation of the molecule C5H14N2, from the OMol25 dataset.

Structure (SMILES)   CC(C)CNCN
Kohn-Sham gap   9.995 eV
HOMO energy   -8.89 eV
LUMO level   1.106 eV

```
! RIJCOSX wB97M-V def2-TZVPD def2/J DEFGRID3
* xyz 0 1
N -1.31 0.65 -0.39
N -2.38 -1.41 0.39
C -2.44 0.03 0.30
C 1.04 -0.14 -0.19
C 1.64 0.47 -1.47
C -0.08 0.74 0.39
C 2.09 -0.44 0.87
H -3.33 0.31 -0.25
H -0.29 0.39 1.40
H -2.51 0.41 1.33
H 0.60 -1.09 -0.49
H 1.69 -1.10 1.66
H -2.58 -1.85 -0.50
H -1.60 1.55 -0.75
H 2.98 -0.93 0.50
H 2.70 0.24 -1.53
H -1.47 -1.75 0.68
H 1.06 0.15 -2.34
H 0.25 1.78 0.46
H 2.39 0.44 1.42
H 1.53 1.55 -1.48
*
```



Entry b
The following is a quantum chemistry calculation of the molecule C5H14N2, from the OMol25 dataset.

Structure (SMILES)   CC[C@@H](N)CNC
Kohn-Sham gap   9.572 eV
HOMO energy   -8.40 eV
LUMO level   1.177 eV

```
! RIJCOSX wB97M-V def2-TZVPD def2/J DEFGRID3
* xyz 0 1
N -1.38 -1.38 0.39
N 1.57 0.75 0.57
C 0.83 -0.51 0.64
C 2.30 1.10 1.78
C -0.58 -0.09 -1.42
C -0.60 -0.25 0.09
C -2.00 0.34 -1.90
H 1.38 -1.46 0.28
H -0.98 0.66 0.66
H -2.27 1.27 -1.26
H -2.16 -1.29 0.90
H -0.53 -0.98 -1.97
H -1.28 -2.20 -0.20
H 0.12 0.67 -1.80
H -2.73 -0.50 -1.85
H 0.77 -0.83 1.71
H 3.17 1.66 1.51
H 1.60 1.59 2.49
H -2.20 0.62 -2.84
H 2.29 0.62 -0.18
H 2.69 0.23 2.40
*
```



Entry c
The following is a quantum chemistry calculation of a structure of composition C5H14N2, from the OMol25 dataset.

Kohn-Sham gap   8.421 eV
HOMO energy   -7.89 eV
LUMO level   0.527 eV

```
! RIJCOSX wB97M-V def2-TZVPD def2/J DEFGRID3
* xyz 0 1
N -0.88 -2.89 0.11
N 0.44 -0.02 1.19
C -0.77 0.20 0.70
C 3.16 1.70 -0.62
C -0.54 -1.84 -0.84
C -1.68 1.21 1.32
C -1.17 -0.48 -0.62
H 0.47 0.84 0.47
H -2.26 -0.52 -0.65
H -2.04 1.98 0.63
H 2.62 1.25 0.21
H -1.88 -2.92 0.29
H 3.87 1.08 -1.14
H -0.94 0.12 -1.51
H -1.19 1.77 2.11
H -0.41 -2.79 1.00
H -2.52 0.67 1.78
H 3.55 2.66 -0.29
H 2.50 1.92 -1.48
H -0.89 -2.19 -1.81
H 0.55 -1.75 -0.85
*
```



Entry d
The following is a quantum chemistry calculation of a cluster of 2 separate species, C5H14N2 in total, from the OMol25 dataset.

Structure (SMILES)   CC(C)N.C=NC
Kohn-Sham gap   10.275 eV
HOMO energy   -9.32 eV
LUMO level   0.955 eV

```
! RIJCOSX wB97M-V def2-TZVPD def2/J DEFGRID3
* xyz 0 1
N 1.97 0.95 -0.81
N -2.68 0.47 0.04
C -2.77 -0.96 -0.28
C 2.01 -1.34 -0.01
C 1.06 0.47 1.47
C 2.09 0.12 0.40
C -2.58 1.25 -0.94
H -3.66 -1.35 0.21
H -2.86 0.95 -1.95
H -2.85 -1.14 -1.36
H 2.80 -1.58 -0.73
H 3.08 0.30 0.84
H 1.04 0.83 -1.19
H 0.06 0.54 1.01
H -2.23 2.27 -0.78
H 1.23 1.48 1.87
H 2.05 1.92 -0.55
H -1.89 -1.44 0.13
H 2.06 -2.02 0.84
H 1.06 -1.51 -0.53
H 1.02 -0.22 2.30
*
```



The winner here is entry a, beating the second structure by 17.4 kcal/mol.